Molecular formula: C31H23F5I2N5Pd
Method: DFT, ωB97M-V/def2-TZVPD

Summary:
HOMO-LUMO gap (spin up / spin down)   4.2 / 4.2 eV
Multiplicity   1
Total charge   +3
HOMO energy (spin up / spin down)   -16.29 / -16.30 eV

Element x y z (Å)
1 Pd 0.23 0.73 0.35
2 C -1.94 -2.04 4.50
3 C -2.68 -1.48 3.27
4 C -4.20 -1.52 3.56
5 C -2.38 -2.29 2.05
6 C -2.52 -3.68 2.11
7 C -2.15 -4.49 1.05
8 C -1.64 -3.92 -0.11
9 C -1.49 -2.55 -0.24
10 C -0.84 -1.99 -1.48
11 C 0.60 -1.58 -1.17
12 C -1.65 -0.88 -2.18
13 C -1.94 -1.70 0.82
14 N -1.92 -0.35 0.67
15 C -2.98 0.45 0.58
16 C -4.30 -0.03 0.32
17 C -5.33 0.86 0.10
18 C -5.11 2.24 0.13
19 C -3.85 2.75 0.43
20 C -2.83 1.86 0.64
21 F -1.56 2.30 0.91
22 H -1.92 -1.29 5.28
23 H -0.92 -2.32 4.24
24 H -2.44 -2.92 4.91
25 H -2.37 -0.45 3.12
26 H -4.54 -2.54 3.74
27 H -4.77 -1.10 2.74
28 H -4.39 -0.95 4.47
29 H -2.90 -4.12 3.01
30 H -2.24 -5.57 1.14
31 H -1.37 -4.56 -0.94
32 H -0.77 -2.82 -2.20
33 H 0.63 -0.74 -0.41
34 H 1.10 -1.25 -2.08
35 H 1.15 -2.42 -0.75
36 H -1.52 0.09 -1.69
37 H -2.71 -1.12 -2.20
38 H -1.31 -0.77 -3.21
39 H -4.47 -1.09 0.27
40 H -6.32 0.48 -0.12
41 H -5.92 2.92 -0.09
42 H -3.66 3.81 0.49
43 I 0.95 -0.08 2.86
44 C 1.95 1.79 3.24
45 I 1.69 3.07 1.53
46 H 3.01 1.60 3.39
47 H 1.49 2.25 4.11
48 F 2.80 0.87 -0.79
49 C 3.72 1.34 -1.69
50 C 5.02 1.45 -1.29
51 F 5.32 1.15 -0.04
52 C 6.04 1.89 -2.19
53 C 5.63 2.12 -3.54
54 C 4.31 2.00 -3.94
55 F 3.99 2.25 -5.19
56 C 3.28 1.67 -3.01
57 C 1.91 1.71 -3.35
58 C 0.95 1.68 -2.36
59 N 0.18 1.70 -1.49
60 C 1.44 1.83 -4.68
61 N 1.01 1.89 -5.74
62 F 6.53 2.49 -4.43
63 C 7.36 2.11 -1.77
64 C 7.78 1.94 -0.44
65 N 8.13 1.82 0.65
66 C 8.40 2.56 -2.62
67 N 9.27 2.95 -3.26